1.
Below is a cluster of 2 separate species, C3H4N4O3S2 in total at a distorted geometry, with properties calculated with ωB97M-V/def2-TZVPD.

Computed properties:
HOMO (eV): -2.324
Orbital gap (eV): 7.630
Charge: -2

```
16
C3H4N4O3S2 ωB97M-V/def2-TZVPD
C -0.08 1.97 -2.10
C 0.83 -0.53 0.88
C -0.23 -1.07 1.44
N -0.75 3.40 -0.77
N -0.54 2.97 -2.83
N -0.89 3.90 -1.95
N -0.33 2.14 -0.77
O 0.97 -2.67 2.97
O 0.46 -3.45 0.75
O -1.24 -3.30 2.39
S 0.51 0.48 -2.86
S 0.00 -2.75 1.91
H 1.53 -1.08 0.39
H 0.04 -0.03 -1.67
H 0.92 0.50 0.53
H -1.18 -0.48 1.68
```



2.
Below is an isolated molecule of C3H4N4S, with properties calculated with ωB97M-V/def2-TZVPD.

Computed properties:
HOMO (eV): -9.126
Orbital gap (eV): 7.715
Charge: 0
SMILES: [H]/N=C1\C(=S)N=CN1N

```
12
C3H4N4S ωB97M-V/def2-TZVPD
H 2.44 0.32 -0.80
N 1.70 -0.35 -0.73
C 0.70 0.20 -0.21
C 0.39 1.59 0.31
S 1.46 2.81 0.27
N -0.91 1.60 0.81
C -1.37 0.39 0.62
N -0.50 -0.47 0.05
N -0.79 -1.82 -0.23
H -2.39 0.08 0.87
H -0.12 -2.38 0.27
H -0.63 -1.97 -1.23
```



3.
Below is a structure of composition C3H4N5 at a distorted geometry, with properties calculated with ωB97M-V/def2-TZVPD.

Computed properties:
HOMO (alpha / beta) (eV): -14.934 / -14.487
Orbital gap (alpha / beta) (eV): 9.261 / 6.605
Charge: +1

```
12
C3H4N5 ωB97M-V/def2-TZVPD
C -1.29 -0.69 0.66
C 0.10 -0.47 0.41
C -0.14 0.25 -0.72
N 2.86 2.41 -1.89
N -1.30 0.44 -1.16
N 1.96 1.79 -1.85
N -2.10 -0.23 -0.27
N 1.22 -0.73 1.07
H -1.60 -1.11 1.62
H -3.12 -0.17 -0.36
H 1.87 0.09 1.10
H 1.53 -1.60 1.40
```